1.
Below is a single C16H20N2O6S molecule at a distorted geometry, with properties calculated with wB97M-V/def2-TZVPD.

## Properties
SMILES: COc1ccc(N(CC(=O)NCc2ccco2)S(C)(=O)=O)cc1OC
Orbital gap, eV: 7.987

Positions of all 45 atoms, in Å:
C (3.4093, -2.3084, -4.5859)
O (3.0692, -2.9284, -3.2896)
C (2.5105, -2.2669, -2.4369)
C (1.9469, -0.9938, -2.7520)
C (1.4665, -0.4122, -1.5399)
C (1.4683, -1.0350, -0.3136)
N (0.7609, -0.5245, 0.8739)
C (0.6020, 0.8863, 1.1096)
C (-0.8708, 1.4535, 0.3362)
O (-1.5025, 0.8440, -0.4020)
N (-1.3639, 2.3097, 1.2246)
C (-2.9119, 2.7613, 0.9874)
C (-2.8914, 4.2489, 0.6739)
C (-2.6857, 5.1196, -0.2789)
C (-2.6605, 6.4755, 0.0225)
C (-2.8004, 6.3585, 1.4316)
O (-2.9670, 5.0189, 2.0768)
S (-0.5702, -1.3063, 1.4212)
C (-1.5225, -2.0425, 0.2147)
O (-1.3196, -0.4874, 2.2879)
O (-0.2299, -2.5538, 2.2882)
C (1.6861, -2.4393, -0.1727)
C (2.3592, -3.0840, -1.2184)
O (2.9254, -4.1975, -1.1611)
C (2.8394, -5.0922, 0.2423)
H (3.8752, -1.3320, -4.5260)
H (2.4965, -2.1162, -5.2294)
H (3.8909, -3.2351, -5.2705)
H (2.1992, -0.5565, -3.5154)
H (1.1790, 0.4871, -1.4846)
H (0.9969, 1.2356, 0.4639)
H (0.4874, 1.1865, 2.0978)
H (-1.0647, 2.6425, 2.1257)
H (-3.4251, 2.4183, 1.8403)
H (-3.0312, 2.5111, 0.0183)
H (-2.5640, 4.7537, -1.3061)
H (-2.4046, 7.4188, -0.2906)
H (-3.0605, 7.0568, 2.1863)
H (-2.5442, -2.5762, 0.4802)
H (-0.8564, -2.8362, -0.2953)
H (-1.8641, -1.2229, -0.3665)
H (1.5692, -2.8989, 0.7508)
H (3.3360, -4.6100, 0.8889)
H (3.2771, -5.8562, -0.3090)
H (1.8063, -5.1233, 0.4878)

Now the Löwdin charges, all in e: C -0.02; O -0.03; C -0.29; C 0.07; C -0.01; C -0.20; N -0.15; C -0.02; C -0.48; O 0.10; N 0.11; C 0.02; C -0.14; C -0.13; C -0.03; C -0.05; O -0.05; S 0.64; C -0.17; O -0.27; O -0.39; C 0.02; C -0.29; O -0.01; C 0.18; H 0.08; H 0.10; H 0.16; H 0.00; H 0.03; H -0.05; H 0.10; H 0.14; H 0.12; H 0.07; H 0.13; H 0.08; H 0.09; H 0.14; H 0.10; H 0.02; H 0.07; H 0.02; H 0.08; H 0.09



2.
Below is a single C3H7NO molecule at a distorted geometry, with properties calculated with wB97M-V/def2-TZVPD.

## Properties
SMILES: OC[C@H]1CN1
Orbital gap, eV: 10.449

Positions of all 12 atoms, in Å:
O (-1.3801, -0.7129, 0.0252)
C (-1.0398, 0.6909, 0.0585)
C (0.5845, 0.7621, -0.1622)
C (1.3052, -0.1524, 0.6817)
N (1.0297, -0.5512, -0.7446)
H (-2.3267, -0.7074, 0.3250)
H (-1.6135, 1.0639, 0.9877)
H (-1.4565, 1.3712, -0.7590)
H (0.8730, 1.6665, -0.7461)
H (2.3133, 0.1028, 0.9493)
H (0.7596, -0.6461, 1.3826)
H (0.1841, -1.0928, -0.5972)

Now the Löwdin charges, all in e: O -0.14; C -0.19; C -0.27; C -0.15; N 0.04; H 0.12; H 0.13; H 0.11; H 0.14; H 0.10; H 0.07; H 0.04



Ordered E_tot results: -43002.160, -6759.514; unit eV.
Ordered highest occupied orbital energy results: -7.348, -9.741; unit eV.